# 1
C37H31BrNP2S2V | ωB97M-V/def2-TZVPD

Values from the calculation:
Spin multiplicity = 2
Total charge = -1
Expectation value of S² = 0.772
HOMO energy (alpha / beta) = -3.52 / -2.87 eV
Frontier orbital gap (alpha / beta) = 6.09 / 5.46 eV

Last column: Mulliken charge in e.
Atoms and positions in Å:
V: 0.51 0.21 -0.84  -0.388
S: -2.92 -1.98 -0.67  -0.687
P: -2.77 -0.17 0.20  2.090
C: -1.34 0.73 0.06  -0.200
P: -1.20 2.28 -0.57  1.287
S: 0.73 2.61 -1.12  -0.751
C: -1.66 3.65 0.56  0.173
C: -2.05 3.35 1.85  -0.406
C: -2.33 4.36 2.76  -0.555
C: -2.21 5.69 2.37  -0.563
C: -1.79 6.00 1.08  -0.623
C: -1.51 4.98 0.18  -0.286
C: -2.24 2.61 -2.05  0.779
C: -3.28 3.52 -2.09  -0.587
C: -4.04 3.68 -3.24  -0.700
C: -3.77 2.92 -4.36  -0.509
C: -2.73 2.00 -4.33  -0.757
C: -1.98 1.84 -3.18  -0.313
C: -3.11 -0.45 1.98  -0.157
C: -4.34 -0.94 2.41  -0.496
C: -4.56 -1.18 3.75  -0.634
C: -3.54 -0.96 4.68  -0.472
C: -2.31 -0.49 4.25  -0.833
C: -2.10 -0.23 2.90  -0.128
C: -4.25 0.80 -0.28  -0.003
C: -4.70 1.83 0.54  -0.113
C: -5.80 2.58 0.18  -0.847
C: -6.47 2.31 -1.01  -0.466
C: -6.02 1.28 -1.83  -0.638
C: -4.92 0.53 -1.47  -0.693
H: -2.12 2.31 2.15  0.257
H: -2.63 4.11 3.76  0.446
H: -2.43 6.48 3.08  0.360
H: -1.68 7.03 0.78  0.394
H: -1.16 5.23 -0.81  0.411
H: -3.54 4.10 -1.21  0.309
H: -4.86 4.39 -3.24  0.413
H: -4.36 3.05 -5.26  0.363
H: -2.51 1.39 -5.20  0.423
H: -1.17 1.11 -3.16  0.129
H: -5.13 -1.13 1.69  0.384
H: -5.52 -1.55 4.09  0.392
H: -3.71 -1.15 5.73  0.369
H: -1.51 -0.31 4.96  0.445
H: -1.15 0.15 2.55  0.429
H: -4.18 2.05 1.47  0.351
H: -6.14 3.38 0.83  0.425
H: -7.33 2.89 -1.29  0.399
H: -6.54 1.07 -2.76  0.415
H: -4.58 -0.29 -2.09  0.362
Br: 6.81 -1.39 1.00  -0.254
C: 5.01 -0.90 0.61  0.201
C: 4.67 -0.49 -0.66  -0.697
C: 3.35 -0.15 -0.91  -0.266
C: 2.33 -0.21 0.05  0.169
C: 2.75 -0.61 1.32  0.107
C: 4.06 -0.96 1.62  -0.711
H: 5.42 -0.44 -1.44  0.405
H: 3.11 0.16 -1.93  0.298
H: 2.02 -0.67 2.13  0.386
H: 4.34 -1.27 2.61  0.412
N: 0.28 -1.91 -1.55  -0.217
C: 0.97 -2.85 -0.74  0.625
C: 0.40 -3.23 0.46  -0.162
C: 1.10 -4.07 1.31  -0.688
C: 2.36 -4.53 0.97  -0.573
C: 2.93 -4.14 -0.24  -0.524
C: 2.23 -3.31 -1.10  -0.308
H: 0.52 -2.00 -2.54  0.282
H: -0.75 -2.06 -1.47  -0.204
H: -0.58 -2.86 0.73  0.253
H: 0.66 -4.36 2.25  0.403
H: 2.91 -5.17 1.65  0.376
H: 3.92 -4.48 -0.51  0.413
H: 2.69 -2.99 -2.03  0.274


# 2
C37H31CoN8O7P2 | ωB97M-V/def2-TZVPD

Values from the calculation:
Spin multiplicity = 4
Total charge = -1
Expectation value of S² = 3.758
HOMO energy (alpha / beta) = -5.19 / -5.18 eV
Frontier orbital gap (alpha / beta) = 7.39 / 7.38 eV
Energy relative to the best compared isomer or geometry (same formula, charge and spin) = 2.94 kJ/mol

Last column: Mulliken charge in e.
Atoms and positions in Å:
Co: 9.39 13.08 13.71  0.990
C: 12.99 9.06 15.45  -0.894
N: 12.34 10.34 15.18  0.299
C: 12.55 11.54 15.78  -1.253
C: 11.63 12.41 15.30  -0.838
N: 10.87 11.77 14.35  1.216
C: 11.34 10.54 14.29  -0.125
P: 10.75 9.11 13.27  -0.879
C: 12.09 9.20 12.08  0.309
N: 13.27 9.73 12.34  -0.177
C: 14.03 9.45 11.22  -1.055
C: 13.28 8.82 10.29  -0.247
N: 12.03 8.61 10.85  0.486
C: 11.10 7.67 10.29  -1.139
C: 9.42 9.88 12.31  0.028
N: 9.42 10.15 11.07  0.030
C: 8.16 10.56 10.77  -0.987
C: 7.40 10.54 11.92  -0.313
N: 8.23 10.06 12.93  0.548
C: 7.92 9.75 14.37  -0.888
H: 12.97 8.77 16.50  0.357
H: 12.35 8.30 14.92  0.337
H: 13.95 9.08 15.06  0.382
H: 13.29 11.67 16.56  0.491
H: 11.57 13.45 15.53  0.479
H: 15.06 9.70 11.19  0.502
H: 13.43 8.55 9.26  0.486
H: 10.66 7.99 9.37  0.324
H: 11.62 6.79 10.01  0.473
H: 10.35 7.35 10.97  0.381
H: 7.83 10.83 9.84  0.605
H: 6.33 10.88 12.06  0.326
H: 7.92 8.62 14.51  0.217
H: 8.71 10.18 15.02  0.238
H: 6.89 10.18 14.62  0.348
C: 13.76 12.56 7.16  -0.530
C: 12.75 11.66 7.53  -0.442
C: 12.04 11.83 8.68  -0.204
C: 12.34 12.82 9.60  -0.215
C: 13.48 13.60 9.28  -0.437
C: 14.17 13.52 8.06  -0.505
P: 11.53 12.88 11.23  1.880
C: 12.43 14.11 12.22  -0.296
C: 11.78 15.29 12.62  -0.441
C: 12.31 16.09 13.64  -0.496
C: 13.41 15.64 14.33  -0.599
C: 14.13 14.52 13.87  -0.515
C: 13.66 13.75 12.81  -0.268
C: 9.98 13.76 10.81  0.362
C: 9.77 14.34 9.56  -0.412
C: 8.57 14.96 9.26  -0.622
C: 7.56 14.84 10.20  -0.691
C: 7.73 14.16 11.36  0.094
C: 8.96 13.64 11.77  -0.410
H: 14.28 12.46 6.19  0.306
H: 12.53 10.81 6.88  0.388
H: 11.25 11.13 8.90  0.402
H: 13.81 14.41 9.99  0.156
H: 15.05 14.17 7.85  0.343
H: 10.86 15.57 12.10  0.347
H: 11.78 16.97 13.97  0.393
H: 13.81 16.17 15.16  0.374
H: 15.05 14.14 14.37  0.299
H: 14.18 12.83 12.54  0.329
H: 10.46 14.31 8.72  0.257
H: 8.51 15.43 8.27  0.366
H: 6.57 15.27 9.99  0.326
H: 6.92 14.03 12.15  0.251
O: 6.15 12.46 16.16  -0.840
C: 7.19 13.00 15.72  0.112
O: 7.58 12.79 14.53  -0.396
C: 7.92 13.95 16.67  0.124
C: 7.37 14.09 17.93  -0.628
C: 8.00 14.89 18.89  -0.563
C: 9.22 15.49 18.61  0.030
C: 9.71 15.43 17.36  -0.222
C: 9.06 14.74 16.30  0.461
O: 9.65 14.63 15.15  -0.628
N: 10.98 16.06 17.08  1.076
O: 11.98 15.51 17.46  -0.581
O: 11.03 17.13 16.45  -0.634
N: 7.51 14.96 20.31  1.024
O: 8.11 15.70 21.10  -0.664
O: 6.56 14.29 20.60  -0.624
H: 6.46 13.47 18.05  0.569
H: 9.74 16.02 19.39  0.535


# 3
C37H31CsN2O2P2 | ωB97M-V/def2-TZVPD

Values from the calculation:
Spin multiplicity = 1
Total charge = 0
HOMO energy = -5.75 eV
Frontier orbital gap = 5.69 eV
Energy relative to the best compared isomer or geometry (same formula, charge and spin) = 26.88 kJ/mol

Last column: Mulliken charge in e.
Atoms and positions in Å:
Cs: -1.13 1.27 -1.90  1.376
C: -5.51 1.02 1.98  -0.550
C: -4.18 1.39 2.00  -0.579
C: -3.58 1.93 0.86  -0.073
C: -4.33 2.04 -0.29  0.135
C: -5.68 1.68 -0.33  -0.286
C: -6.27 1.17 0.81  -0.540
N: -3.76 2.64 -1.47  -0.200
N: -3.95 1.94 -2.48  -0.309
C: -3.29 2.42 -3.71  0.037
C: -3.38 3.80 -3.93  -0.472
C: -2.81 4.29 -5.10  -0.678
C: -2.15 3.39 -5.94  -0.259
C: -2.09 2.04 -5.63  -0.354
C: -2.70 1.44 -4.51  -0.402
H: -5.98 0.62 2.87  0.384
H: -3.60 1.27 2.91  0.417
H: -2.54 2.24 0.87  0.504
H: -6.22 1.78 -1.26  0.436
H: -7.31 0.89 0.81  0.363
H: -3.88 4.44 -3.22  0.369
H: -2.87 5.34 -5.35  0.336
H: -1.69 3.76 -6.85  0.375
H: -1.56 1.40 -6.34  0.355
O: 1.09 -0.20 -2.16  -0.834
P: 1.82 -1.03 -1.19  1.200
C: 2.39 -0.07 0.26  -1.370
P: 1.05 0.54 1.34  0.402
O: -0.18 0.99 0.65  -0.442
C: 0.67 -0.83 2.45  0.766
C: 1.65 -1.52 3.16  -0.275
C: 1.29 -2.55 4.02  -0.806
C: -0.04 -2.89 4.17  -0.575
C: -1.02 -2.20 3.47  -0.675
C: -0.67 -1.17 2.61  -0.517
C: 1.81 1.89 2.27  0.651
C: 3.07 1.78 2.85  -0.386
C: 3.60 2.85 3.56  -0.696
C: 2.87 4.02 3.69  -0.468
C: 1.62 4.13 3.11  -0.637
C: 1.08 3.07 2.40  -0.393
C: 3.32 -1.83 -1.82  0.375
C: 3.13 -2.85 -2.75  -0.592
C: 4.22 -3.47 -3.33  -0.714
C: 5.51 -3.07 -2.99  -0.415
C: 5.70 -2.05 -2.08  -0.716
C: 4.61 -1.43 -1.49  -0.219
C: 0.78 -2.37 -0.55  0.326
C: 1.34 -3.38 0.22  -0.268
C: 0.54 -4.36 0.78  -0.750
C: -0.83 -4.33 0.57  -0.483
C: -1.40 -3.33 -0.20  -0.792
C: -0.59 -2.34 -0.77  -0.241
H: 2.93 0.80 -0.13  0.664
H: 3.10 -0.66 0.84  0.612
H: 2.70 -1.27 3.05  0.209
H: 2.06 -3.09 4.57  0.416
H: -0.32 -3.69 4.84  0.416
H: -2.06 -2.46 3.59  0.467
H: -1.42 -0.62 2.06  0.613
H: 3.65 0.87 2.75  0.179
H: 4.58 2.76 4.01  0.413
H: 3.29 4.85 4.25  0.382
H: 1.05 5.05 3.21  0.422
H: 0.11 3.14 1.94  0.364
H: 2.12 -3.16 -3.02  0.406
H: 4.07 -4.26 -4.06  0.398
H: 6.36 -3.56 -3.45  0.387
H: 6.70 -1.74 -1.81  0.398
H: 4.77 -0.62 -0.78  0.356
H: 2.41 -3.41 0.37  0.432
H: 0.98 -5.14 1.38  0.443
H: -1.46 -5.09 1.01  0.421
H: -2.46 -3.30 -0.37  0.479
H: -1.11 -1.57 -1.33  0.282


# 4
C37H31N2PS4Ti | ωB97M-V/def2-TZVPD

Values from the calculation:
Spin multiplicity = 2
Total charge = +1
Expectation value of S² = 0.756
HOMO energy (alpha / beta) = -10.10 / -10.13 eV
Frontier orbital gap (alpha / beta) = 7.25 / 7.54 eV

Last column: Mulliken charge in e.
Atoms and positions in Å:
Ti: -0.72 -0.24 -0.79  -0.208
S: -0.93 -1.16 1.43  -0.332
C: 0.62 -1.94 1.55  1.610
C: 0.83 -2.70 2.71  -1.129
C: 2.03 -3.32 2.96  -0.713
C: 3.07 -3.24 2.05  -0.942
C: 2.88 -2.53 0.88  -1.180
C: 1.67 -1.88 0.62  0.465
S: 1.61 -1.05 -0.98  0.075
C: 1.20 -2.50 -2.03  -1.059
C: 0.01 -3.18 -1.45  0.663
C: 0.04 -4.54 -1.19  -1.071
C: -1.09 -5.15 -0.66  -0.688
C: -2.21 -4.37 -0.43  -1.043
C: -2.16 -3.01 -0.69  0.649
C: -3.38 -2.19 -0.40  -1.170
S: -3.26 -0.44 -0.89  -0.318
C: -3.56 -0.60 -2.66  0.283
C: -4.88 -0.80 -3.04  -0.707
C: -5.21 -0.96 -4.37  -0.751
C: -4.20 -0.91 -5.33  -0.621
C: -2.89 -0.68 -4.95  -0.953
C: -2.54 -0.51 -3.61  1.242
S: -0.87 -0.19 -3.24  -0.476
N: -1.06 -2.41 -1.16  1.267
H: 0.00 -2.77 3.40  0.534
H: 2.15 -3.88 3.88  0.450
H: 4.01 -3.72 2.24  0.478
H: 3.66 -2.46 0.14  0.568
H: 2.06 -3.16 -2.10  0.552
H: 0.97 -2.07 -3.02  0.449
H: 0.93 -5.11 -1.40  0.522
H: -1.09 -6.20 -0.44  0.452
H: -3.11 -4.81 -0.03  0.553
H: -3.58 -2.19 0.68  0.481
H: -4.25 -2.61 -0.92  0.748
H: -5.65 -0.84 -2.28  0.525
H: -6.23 -1.12 -4.66  0.409
H: -4.44 -1.04 -6.37  0.410
H: -2.11 -0.62 -5.69  0.463
N: -1.31 1.94 -1.11  0.108
C: -0.62 3.14 -0.68  -0.229
C: -0.94 4.40 -1.17  -0.267
C: -0.26 5.51 -0.70  -0.812
C: 0.73 5.38 0.27  -0.791
C: 1.05 4.13 0.76  -0.255
C: 0.38 3.01 0.27  -0.671
P: 0.77 1.31 0.81  2.074
C: 2.59 1.45 0.57  0.422
C: 3.56 1.00 1.45  -0.473
C: 4.90 1.22 1.18  -0.820
C: 5.29 1.88 0.02  -0.706
C: 4.32 2.26 -0.90  -0.779
C: 2.98 2.03 -0.64  -0.115
C: 0.36 1.55 2.58  0.862
C: -0.78 2.32 2.83  -0.486
C: -1.14 2.65 4.12  -0.766
C: -0.38 2.20 5.19  -0.647
C: 0.69 1.35 4.95  -0.867
C: 1.05 1.01 3.66  -0.233
H: -1.31 1.89 -2.14  0.188
H: -2.30 2.01 -0.82  0.309
H: -1.71 4.52 -1.92  0.535
H: -0.49 6.49 -1.09  0.426
H: 1.25 6.25 0.64  0.472
H: 1.81 4.00 1.51  0.508
H: 3.30 0.47 2.35  0.059
H: 5.64 0.89 1.89  0.472
H: 6.33 2.08 -0.17  0.412
H: 4.61 2.75 -1.82  0.475
H: 2.24 2.31 -1.37  0.365
H: -1.39 2.67 2.00  0.290
H: -2.01 3.27 4.29  0.455
H: -0.63 2.49 6.20  0.409
H: 1.26 0.96 5.78  0.464
H: 1.85 0.31 3.51  0.120


# 5
C37H31O5P | ωB97M-V/def2-TZVPD

Values from the calculation:
Spin multiplicity = 1
Total charge = 0
HOMO energy = -6.80 eV
Frontier orbital gap = 7.20 eV

Last column: Mulliken charge in e.
Atoms and positions in Å:
C: 5.59 3.63 -2.64  -0.801
O: 4.16 3.75 -2.86  -0.424
C: 3.30 3.10 -2.03  0.524
C: 1.93 3.15 -2.39  -0.819
C: 1.02 2.36 -1.72  -0.441
C: 1.43 1.47 -0.70  0.031
P: 0.32 0.12 -0.17  3.233
C: -1.29 0.52 -0.92  0.137
C: -1.81 -0.17 -2.04  -0.539
C: -2.89 0.32 -2.76  -1.028
C: -3.52 1.52 -2.38  0.743
O: -4.47 2.02 -3.21  -0.439
C: -5.08 3.29 -2.88  -0.813
C: -3.08 2.18 -1.20  -0.798
C: -1.94 1.72 -0.56  -0.646
C: 0.88 -1.36 -1.09  0.110
C: 0.06 -2.50 -1.08  -0.725
C: 0.44 -3.68 -1.70  -0.867
C: 1.61 -3.69 -2.50  0.599
O: 1.98 -4.75 -3.27  -0.458
C: 1.17 -5.94 -3.23  -0.779
C: 2.43 -2.54 -2.53  -0.820
C: 2.08 -1.41 -1.82  -0.796
C: 2.76 1.56 -0.24  -0.762
C: 3.69 2.35 -0.89  -0.527
H: 6.02 4.22 -3.46  0.246
H: 5.88 4.06 -1.67  0.316
H: 5.92 2.58 -2.72  0.337
H: 1.63 3.78 -3.22  0.456
H: -0.03 2.42 -2.00  0.279
H: -1.36 -1.10 -2.37  0.416
H: -3.26 -0.20 -3.65  0.455
H: -5.79 3.46 -3.69  0.238
H: -5.61 3.24 -1.91  0.327
H: -4.33 4.09 -2.85  0.350
H: -3.60 3.07 -0.84  0.423
H: -1.55 2.33 0.25  0.522
H: -0.90 -2.48 -0.57  0.759
H: -0.17 -4.58 -1.59  0.378
H: 1.59 -6.57 -4.02  0.246
H: 1.25 -6.44 -2.26  0.324
H: 0.11 -5.72 -3.45  0.307
H: 3.34 -2.57 -3.13  0.433
H: 2.74 -0.55 -1.83  0.383
H: 3.08 1.00 0.64  0.195
H: 4.73 2.39 -0.55  0.379
C: -4.25 1.14 5.36  -0.544
C: -3.51 0.08 4.81  -0.278
C: -2.48 0.39 3.94  -0.163
C: -2.21 1.71 3.57  0.127
C: -2.99 2.76 4.04  -0.466
C: -4.00 2.48 4.96  -0.476
C: -1.03 1.71 2.66  -0.800
O: -0.45 2.73 2.25  -0.806
C: -0.71 0.31 2.40  -0.919
C: 0.52 -0.08 1.61  1.762
C: 1.11 -1.46 2.02  -0.025
C: 0.33 -2.61 1.92  0.205
C: 0.80 -3.84 2.40  -1.293
C: 2.10 -3.95 2.91  -0.603
C: 2.92 -2.82 2.90  -0.798
C: 2.43 -1.58 2.45  -0.564
C: -1.55 -0.53 3.22  0.590
O: -1.60 -1.76 3.37  -0.767
H: -5.03 0.93 6.10  0.365
H: -3.71 -0.96 5.06  0.466
H: -2.79 3.76 3.67  0.471
H: -4.60 3.28 5.38  0.378
H: 1.28 0.68 1.87  1.065
H: -0.65 -2.58 1.46  0.848
H: 0.13 -4.70 2.36  0.441
H: 2.46 -4.91 3.29  0.383
H: 3.95 -2.89 3.25  0.399
H: 3.08 -0.70 2.45  0.344


# 6
C37H32BrCaN9O10P2S | ωB97M-V/def2-TZVPD

Values from the calculation:
Spin multiplicity = 1
Total charge = -2
HOMO energy = -2.45 eV
Frontier orbital gap = 5.22 eV
Energy relative to the best compared isomer or geometry (same formula, charge and spin) = 308.76 kJ/mol

Last column: Mulliken charge in e.
Atoms and positions in Å:
Ca: 0.44 0.05 0.95  2.274
C: 5.79 0.18 1.12  -1.638
C: 4.71 -0.77 0.70  0.744
C: 4.99 -2.08 0.31  -0.862
C: 3.97 -2.90 -0.13  -0.848
C: 2.70 -2.35 -0.15  -0.237
Br: 1.28 -3.41 -0.78  -0.148
N: 2.40 -1.14 0.26  0.369
C: 3.39 -0.36 0.65  -0.160
H: 6.73 -0.34 1.28  0.400
H: 5.49 0.68 2.04  0.336
H: 5.93 0.93 0.35  0.292
H: 6.01 -2.46 0.35  0.364
H: 4.14 -3.91 -0.45  0.476
H: 3.11 0.65 0.92  0.671
O: -0.53 0.36 4.01  -0.406
P: 0.41 1.58 3.58  0.433
O: 0.25 2.78 4.41  -0.901
O: 0.29 1.73 2.09  0.060
O: 1.89 0.88 3.85  -0.412
P: 1.88 -0.74 3.73  0.354
O: 3.47 -0.99 3.39  -0.539
O: 1.60 -1.39 5.03  -0.815
O: 1.10 -1.14 2.52  0.053
H: 0.07 -0.26 3.56  -0.070
H: 3.87 -1.13 4.25  0.283
C: -1.60 -4.39 4.25  -0.476
C: -2.51 -3.37 4.51  -0.667
C: -2.56 -2.25 3.71  -0.318
C: -1.69 -2.13 2.62  -0.569
C: -0.79 -3.16 2.35  0.589
C: -0.74 -4.28 3.16  -0.557
N: -1.64 -1.00 1.83  1.574
N: -2.63 -0.22 1.94  -0.711
C: -2.60 0.94 1.20  -0.203
C: -3.66 1.84 1.43  -0.674
C: -3.73 2.97 0.65  -0.547
C: -2.77 3.18 -0.33  -1.121
C: -1.76 2.23 -0.47  -0.716
N: -1.68 1.14 0.26  1.209
H: -1.55 -5.25 4.89  0.362
H: -3.18 -3.46 5.36  0.355
H: -3.24 -1.44 3.93  0.429
H: -0.15 -3.07 1.49  -0.246
H: -0.03 -5.05 2.95  0.407
H: -4.37 1.62 2.21  0.520
H: -4.53 3.69 0.80  0.392
H: -2.79 4.06 -0.95  0.511
H: -0.99 2.34 -1.22  0.318
C: 3.20 3.70 -7.05  -1.542
C: 2.88 2.59 -6.09  1.447
C: 3.74 1.51 -5.93  -0.784
C: 3.50 0.56 -4.95  -0.781
C: 2.40 0.69 -4.12  -0.209
C: 1.52 1.74 -4.28  -0.513
C: 1.76 2.68 -5.26  -0.956
S: 2.31 -0.34 -2.64  1.400
O: 3.02 0.47 -1.69  -0.609
O: 2.97 -1.61 -2.92  -0.750
N: 0.76 -0.54 -2.22  0.995
C: -0.07 -1.05 -3.13  -0.075
C: 0.31 -1.39 -4.44  -0.810
C: -0.61 -1.78 -5.40  -0.922
C: -1.95 -1.86 -5.13  -1.137
C: -2.39 -1.62 -3.82  1.205
C: -3.75 -1.75 -3.46  -0.702
C: -4.12 -1.57 -2.16  -1.330
C: -3.13 -1.27 -1.22  -0.047
N: -1.86 -1.10 -1.52  0.436
C: -1.46 -1.25 -2.79  -0.278
H: 3.89 3.36 -7.81  0.375
H: 3.65 4.51 -6.48  0.287
H: 2.30 4.08 -7.53  0.367
H: 4.61 1.43 -6.56  0.304
H: 4.17 -0.27 -4.79  0.481
H: 0.68 1.83 -3.61  0.220
H: 1.09 3.52 -5.38  0.204
H: 1.35 -1.37 -4.70  0.615
H: -0.25 -2.01 -6.40  0.392
H: -2.67 -2.14 -5.89  0.314
H: -4.47 -2.02 -4.22  0.380
H: -5.16 -1.66 -1.85  0.399
H: -3.39 -1.16 -0.18  0.468
N: 0.30 4.14 0.63  -0.060
C: 1.13 3.75 -0.38  0.355
O: 1.48 2.58 -0.48  -0.123
C: 1.47 4.80 -1.32  -0.082
C: 0.95 6.07 -1.18  -0.103
N: 0.50 7.14 -1.07  -0.749
C: 2.26 4.61 -2.44  0.258
N: 2.90 4.57 -3.41  -0.655
H: 0.18 5.12 0.82  0.225
H: 0.19 3.46 1.38  0.156


- Among the records above, which one has the lowest total charge?
  C37H32BrCaN9O10P2S